# 1
C19H25N4PtS | ωB97M-V/def2-TZVPD

## Properties
Net charge: +3
Frontier orbital gap (eV): 6.4

Geometry as XYZ:
```
50
Properties=species:S:1:pos:R:3:forces:R:3
Pt -0.36595 0.63773 -0.34961 -0.4 0.8 0.6
C -1.44236 3.74865 -1.41997 0.0 0.0 0.0
C -0.96023 2.90436 -0.27864 0.2 0.0 0.1
C -1.83892 2.16560 0.55838 -0.2 0.1 0.0
C -1.42648 1.49170 1.74739 0.1 0.1 0.0
C -2.42690 0.82957 2.63542 0.0 0.0 0.1
C -0.05836 1.53807 2.07832 0.0 -0.3 -0.2
C 0.88678 2.13588 1.21702 0.0 -0.2 -0.2
C 2.34727 2.13048 1.52973 0.0 0.0 0.1
C 0.41492 2.79002 0.03524 0.0 0.1 -0.2
H -1.21019 3.30067 -2.38776 0.0 0.0 0.0
H -0.94196 4.71707 -1.39060 0.0 0.0 0.0
H -2.51479 3.92228 -1.35282 0.0 0.0 0.0
H -2.89638 2.14932 0.31512 0.0 0.0 0.0
H -2.12631 -0.18847 2.88646 0.0 0.0 0.0
H -3.42284 0.82231 2.19868 0.0 0.0 0.0
H -2.47711 1.38154 3.57865 0.0 0.0 0.0
H 0.29698 1.06251 2.98671 -0.1 0.0 0.0
H 2.82621 1.24302 1.10626 0.0 0.0 0.0
H 2.50372 2.10534 2.60763 0.0 0.0 0.0
H 2.84219 3.00717 1.11606 0.0 0.0 0.0
H 1.14779 3.25232 -0.61674 0.0 0.0 0.0
C 5.32873 -1.55212 0.67734 0.0 0.0 0.0
C 4.30054 -2.10755 -0.29002 0.0 -0.1 0.0
N 3.50612 -1.01865 -0.90867 -0.1 -0.1 0.1
C 2.22162 -0.84137 -0.73845 -0.1 0.1 -0.2
S 1.42088 0.37401 -1.80878 0.2 -0.3 0.0
N 1.48699 -1.53222 0.12003 0.2 0.0 0.1
N 0.18583 -1.28240 -0.09983 -0.2 -0.1 0.0
C -0.75200 -2.17170 -0.17030 -0.2 0.1 -0.2
C -0.52815 -3.61064 0.09882 0.0 0.0 0.0
C -2.02069 -1.65296 -0.73376 0.4 0.0 0.1
C -3.13367 -2.41356 -1.01543 0.0 0.0 0.0
C -4.16648 -1.84785 -1.76073 0.0 0.1 0.0
C -4.04281 -0.54572 -2.22197 0.0 0.0 0.0
C -2.91436 0.18636 -1.89307 0.0 0.0 0.0
N -1.94485 -0.35912 -1.15173 0.3 -0.2 0.0
H 5.92753 -2.37212 1.07074 0.0 0.0 0.0
H 4.85387 -1.04683 1.51842 0.0 0.0 0.0
H 6.00889 -0.85941 0.18070 0.0 0.0 0.0
H 3.59498 -2.77371 0.19969 0.0 0.0 0.0
H 4.77397 -2.65170 -1.10691 0.0 0.0 0.0
H 4.00735 -0.38031 -1.51378 0.0 0.0 0.0
H 0.46263 -3.78326 0.50633 0.0 0.0 0.0
H -0.64582 -4.17949 -0.82769 0.0 0.0 0.0
H -1.27784 -3.97061 0.80776 0.0 0.0 0.0
H -3.18294 -3.44029 -0.67819 0.0 0.0 0.0
H -5.04859 -2.42960 -1.99591 0.0 0.0 0.0
H -4.80841 -0.08868 -2.83437 0.0 0.0 0.0
H -2.77042 1.20438 -2.23118 0.0 0.0 0.0
```
Forces are in eV/Å.

=====

# 2
C19H25N7NaO4S2 | ωB97M-V/def2-TZVPD

## Properties
Net charge: -1
Frontier orbital gap (eV): 6.5

Geometry as XYZ:
```
58
Properties=species:S:1:pos:R:3:forces:R:3
Na 0.26861 -0.38592 0.52363 -0.4 0.3 -0.3
N 1.52174 2.29184 1.42474 -0.1 0.0 0.0
C 1.27244 2.34280 2.86559 0.0 0.0 0.0
C 0.66163 1.03925 3.35251 0.1 0.0 -0.1
N -0.56349 0.76641 2.61738 0.0 0.0 0.1
C -1.50261 -0.13100 3.26325 0.0 -0.1 0.0
C -1.09238 -1.59666 3.13832 0.0 0.0 0.0
N -1.07837 -1.99686 1.74101 0.1 -0.1 0.2
H 1.96400 3.14922 1.11728 0.1 0.0 0.0
H 0.63367 2.24911 0.92660 0.0 0.0 0.0
H 0.60803 3.17144 3.15319 0.0 0.0 0.0
H 2.22468 2.49288 3.37898 0.0 0.0 0.0
H 0.48202 1.10925 4.43838 0.0 0.0 0.0
H 1.37936 0.22869 3.18292 0.0 0.0 0.0
H -1.03580 1.62464 2.34762 0.0 0.0 -0.1
H -2.47217 0.00273 2.77385 0.0 0.0 0.0
H -1.63528 0.10753 4.33225 0.0 0.0 0.0
H -1.76047 -2.19709 3.77218 0.0 0.0 0.0
H -0.07963 -1.72589 3.52810 0.0 0.0 0.0
H -1.99721 -2.12478 1.34033 0.0 0.0 0.0
H -0.50152 -2.80879 1.57020 0.0 0.0 0.0
O 1.49447 2.60929 -3.39243 0.0 0.0 0.0
C 1.22013 1.55149 -2.58781 -0.1 0.0 0.1
O 0.09847 1.21111 -2.34659 0.0 0.0 0.0
C 2.44985 0.87444 -2.07607 0.1 0.0 0.1
C 3.67665 1.06996 -2.68859 0.0 0.0 0.0
C 4.76090 0.34397 -2.21327 0.0 0.0 0.0
C 4.56839 -0.52377 -1.15912 0.0 0.0 0.0
C 3.30122 -0.63357 -0.58248 0.0 0.1 0.0
N 2.26149 0.06149 -1.03637 0.0 -0.2 0.0
C 3.10854 -1.61118 0.60615 0.0 0.0 0.0
O 4.11554 -2.27049 0.90062 0.0 0.0 0.0
O 1.96481 -1.63988 1.11757 0.2 -0.1 0.0
H 0.63112 2.97533 -3.63345 0.0 0.0 0.0
H 3.76542 1.75780 -3.51663 0.0 0.0 0.0
H 5.73737 0.45644 -2.66864 0.0 0.0 0.0
H 5.35817 -1.13008 -0.73934 0.0 0.0 0.0
C -5.64162 1.44334 1.40385 0.0 0.0 -0.1
S -4.78530 2.78401 0.54632 0.1 0.1 0.2
C -3.27216 1.94027 0.04723 -0.2 -0.2 -0.1
S -1.82675 2.81642 0.23955 0.1 0.1 0.0
N -3.49404 0.77455 -0.47073 0.2 -0.1 0.3
N -2.39176 -0.02831 -0.70258 0.0 0.3 0.0
C -2.32183 -0.47745 -1.88737 -0.1 0.0 -0.1
C -1.28535 -1.43283 -2.31009 0.0 -0.1 0.1
C -1.24858 -1.85729 -3.63780 0.0 0.0 0.0
C -0.26911 -2.75234 -4.03156 0.0 0.0 0.0
C 0.64260 -3.20611 -3.09139 0.0 0.0 0.0
C 0.52896 -2.73410 -1.79051 0.0 0.0 0.0
N -0.40606 -1.87315 -1.40684 0.0 0.0 0.0
H -6.61654 1.82463 1.70834 0.0 0.0 0.0
H -5.08230 1.14536 2.29032 0.0 0.0 0.0
H -5.76926 0.58903 0.74338 0.0 0.0 0.0
H -3.03380 -0.15529 -2.65034 0.0 0.0 0.0
H -1.97709 -1.47617 -4.34219 0.0 0.0 0.0
H -0.21642 -3.09054 -5.05936 0.0 0.0 0.0
H 1.42921 -3.90150 -3.35157 0.0 0.0 0.0
H 1.22744 -3.04365 -1.01850 0.0 0.0 0.0
```
Forces are in eV/Å.

=====

# 3
C19H25O6P | ωB97M-V/def2-TZVPD

## Properties
Net charge: 0
Frontier orbital gap (eV): 8.0

Geometry as XYZ:
```
51
Properties=species:S:1:pos:R:3:forces:R:3
O -2.11767 -2.41379 -0.57357 1.8 1.9 -2.2
P -1.26156 -1.56959 -1.56983 -1.4 -1.9 4.1
C -0.15352 -0.45869 -0.50853 2.1 2.0 0.7
C -0.74242 0.12735 0.80822 3.8 0.7 -1.2
C 0.17113 1.00073 1.69876 1.0 -1.2 -2.9
C 1.63359 1.28742 1.28979 -1.5 -1.8 -2.1
C 2.18978 0.69376 -0.05995 -2.3 -0.4 0.9
C 1.29985 -0.19030 -0.99810 -1.0 2.1 4.1
C 3.71265 1.03710 -0.40948 1.3 0.4 -1.2
O 4.14862 1.24026 -1.56798 -1.8 -1.0 3.5
C 4.72805 1.17456 0.83339 -2.4 0.8 2.3
C 4.20398 1.72209 2.03511 0.0 -1.1 -2.0
C 2.65453 2.14805 2.18701 -0.3 1.1 1.0
O 2.28216 3.06854 2.96804 1.3 -3.7 -2.9
H -2.11312 -0.83352 -2.47294 1.0 -0.2 0.2
H -0.38025 -2.46572 -2.27257 -0.3 1.0 -0.2
H -1.82652 -0.08993 1.09532 1.8 0.2 -0.4
H -0.26030 1.42687 2.66004 0.8 -0.6 -1.5
H 1.75079 -0.61390 -1.95832 -0.9 0.7 1.6
H 5.82780 0.85602 0.77374 -1.9 0.7 -0.3
H 4.85450 1.85899 2.95986 -1.0 0.1 -1.5
C 5.68482 5.25948 -0.51402 -0.3 -0.3 0.1
C 6.71813 4.58830 0.35078 -0.2 -0.6 0.4
C 8.09386 5.19921 0.38837 0.2 -0.3 0.2
O 6.45135 3.59018 0.99447 0.3 0.6 -0.3
H 4.74276 4.71133 -0.44384 0.1 0.1 0.0
H 5.52076 6.28311 -0.17043 0.1 0.0 -0.2
H 6.01392 5.25800 -1.55535 0.0 0.2 0.0
H 8.03678 6.22018 0.77200 0.0 0.0 -0.2
H 8.52986 5.19509 -0.61293 0.0 0.2 0.0
H 8.73285 4.61150 1.05094 -0.1 0.1 -0.1
C -3.49289 -3.43024 2.79781 0.3 0.2 0.0
C -4.44640 -2.32224 2.43665 0.4 0.5 -0.2
C -5.91252 -2.66045 2.37907 -0.2 0.4 -0.1
O -4.04654 -1.19944 2.19876 -0.2 -0.3 0.1
H -2.47244 -3.04156 2.80180 -0.2 0.0 -0.1
H -3.72643 -3.81184 3.79440 -0.1 -0.2 -0.1
H -3.55908 -4.23215 2.05957 -0.1 -0.1 0.1
H -6.25286 -3.00684 3.35734 0.0 -0.2 -0.1
H -6.08713 -3.42932 1.62333 0.0 -0.1 0.2
H -6.47947 -1.76734 2.10739 0.1 -0.1 0.0
C -6.30452 -3.10057 -4.05124 0.0 0.1 -0.5
C -4.86026 -2.88789 -3.68073 0.4 0.2 -0.3
C -4.44807 -3.22128 -2.27238 0.3 0.1 -0.4
O -4.05562 -2.46156 -4.49065 -0.4 -0.1 0.4
H -6.45597 -2.81852 -5.09560 0.0 0.0 0.1
H -6.56758 -4.15369 -3.93141 -0.1 0.1 0.2
H -6.94482 -2.47688 -3.42378 0.0 -0.2 0.1
H -4.62829 -4.28021 -2.07298 -0.2 0.1 0.1
H -5.00524 -2.60247 -1.56555 0.0 -0.2 0.1
H -3.38103 -3.01818 -2.14980 -0.5 -0.2 0.1
```
Forces are in eV/Å.

=====

# 4
C19H26BMgN7 | ωB97M-V/def2-TZVPD

## Properties
Net charge: +2
Frontier orbital gap (alpha / beta) (eV): 5.1 / 4.0

Geometry as XYZ:
```
54
Properties=species:S:1:pos:R:3:forces:R:3
C -1.60717 -0.57051 -2.21732 1.3 -0.2 -1.2
N -0.36708 -0.09586 -1.96178 -0.5 -0.8 -0.6
N 0.43757 -0.47988 -3.02960 -0.5 0.6 0.9
C -0.30641 -1.11308 -3.94865 -0.5 0.0 0.6
C -1.61093 -1.20604 -3.47209 0.2 0.1 0.2
B 1.97561 -0.22831 -3.07436 -0.5 0.8 -0.2
N 2.26990 1.24724 -2.68247 -0.6 0.1 0.8
N 1.75634 1.84220 -1.53661 0.5 0.3 -0.1
C 2.23343 3.10898 -1.51746 0.2 -1.0 -1.1
C 3.01061 3.33887 -2.66475 -0.1 -0.2 0.1
C 2.99789 2.14416 -3.37099 -0.1 0.2 0.4
Mg 0.20355 1.00049 -0.30418 2.4 -3.5 -0.8
N 2.63739 -1.20651 -2.03603 2.1 -2.0 -0.9
N 2.18405 -1.11906 -0.74891 0.3 -0.8 2.0
C 2.81167 -2.04403 -0.03236 -0.7 0.8 -0.5
C 3.70154 -2.76389 -0.86289 0.0 -0.5 1.4
C 3.56117 -2.19440 -2.13736 -2.0 2.8 -1.7
H 2.62052 -2.16852 1.02139 0.0 0.0 0.0
H 4.03499 -2.40897 -3.08495 0.0 -0.1 0.1
H 4.34246 -3.57159 -0.56522 0.2 -0.2 -0.1
H 2.39987 -0.45901 -4.16801 0.0 -0.1 0.1
H 3.44197 1.86290 -4.31790 0.0 0.1 0.2
H 0.14473 -1.43773 -4.87548 -0.1 -0.1 0.1
H 3.50690 4.25266 -2.93958 0.0 0.0 0.0
H -2.44427 -1.66817 -3.95988 -0.1 -0.1 -0.1
H 2.02208 3.81043 -0.71842 -0.1 -0.3 -0.1
H -2.42570 -0.45780 -1.51521 0.2 0.1 -0.3
H 1.04667 2.31735 0.99813 -0.6 0.2 -0.1
C 0.03541 2.76403 0.90698 0.2 1.4 0.6
H 0.20081 3.84388 0.78559 -0.4 -0.3 0.0
H -0.58309 2.42015 0.03582 -0.3 1.9 1.0
H -0.48770 2.54344 1.84135 0.0 0.1 -0.3
C -4.35036 -1.65752 2.01861 -0.6 -0.6 -0.3
N -3.59677 -0.45467 1.84927 0.3 0.1 0.1
C -4.09611 0.76278 2.41215 -0.5 0.7 0.1
C -2.30896 -0.48287 1.18924 -0.1 -0.4 -0.9
C -1.11031 -0.46450 2.12156 0.0 -0.3 2.7
C -1.27722 -0.84478 3.48331 0.1 0.3 -0.9
C -0.17335 -0.83996 4.34657 -0.4 0.0 -0.1
C 1.09172 -0.54263 3.83884 0.2 0.0 -0.6
C 1.23885 -0.20705 2.46676 0.5 -0.5 2.0
C 0.13651 -0.09315 1.66417 -0.8 0.6 -3.1
H -5.42358 -1.41456 2.04586 0.4 -0.1 0.0
H -4.09143 -2.17154 2.96441 0.0 0.3 -0.2
H -4.13684 -2.34725 1.18756 -0.1 0.2 0.4
H -3.67639 0.95572 3.41703 0.0 -0.2 -0.3
H -3.83224 1.61476 1.76550 0.0 -0.3 0.2
H -5.19033 0.68820 2.50204 0.4 0.1 0.0
H -2.28792 -1.40008 0.57145 0.0 0.4 0.3
H -2.28080 0.38198 0.48937 -0.1 -0.3 0.5
H -2.27419 -1.11262 3.83752 0.3 0.0 0.3
H -0.32423 -1.07257 5.40692 0.2 0.1 -0.5
H 1.96763 -0.57081 4.49437 -0.4 0.0 -0.2
H 2.25152 -0.03036 2.08072 -0.4 0.2 0.2
```
Forces are in eV/Å.

=====

Looking at DFT total energy for the records above, in order, we have -40122.4102 -64820.7450 -41676.2336 -36660.2968 eV.